(1)
Molecular formula: C4H10OS
Method: DFT, wB97M-V/def2-TZVPD

## Properties
**Maximum force**: 6.2 eV Å⁻¹
**ΔE to the lowest compared entry with this formula, charge and spin**: 1.949 eV
**Lowest unoccupied orbital energy**: 0.938 eV
**Kohn-Sham gap**: 0.368 Eh
**SMILES string**: OCCCCS

ORCA input file:
```
! RIJCOSX wB97M-V def2-TZVPD def2/J DEFGRID3
* xyz 0 1
O 3.03 -0.25 -0.47
C 1.85 0.63 0.03
C 0.66 -0.40 0.35
C -0.58 0.25 -0.08
C -1.85 -0.65 -0.35
S -3.36 0.38 -0.54
H 3.73 -0.28 0.15
H 2.13 1.30 0.85
H 1.59 1.33 -0.83
H 0.63 -0.59 1.41
H 0.88 -1.58 -0.06
H -0.35 0.77 -1.01
H -0.80 1.17 0.61
H -1.73 -1.12 -1.20
H -1.97 -1.46 0.39
H -3.87 0.49 0.76
*
```

(2)
Molecular formula: C4H10OS2
Method: DFT, wB97M-V/def2-TZVPD

## Properties
**Maximum force**: 3.6 eV Å⁻¹
**ΔE to the lowest compared entry with this formula, charge and spin**: 2.241 eV
**Lowest unoccupied orbital energy**: 0.720 eV
**Kohn-Sham gap**: 0.351 Eh
**SMILES string**: CO[C@@H](C)C(S)S

ORCA input file:
```
! RIJCOSX wB97M-V def2-TZVPD def2/J DEFGRID3
* xyz 0 1
C -0.78 -0.33 1.50
O -0.28 -1.10 0.45
C 0.15 -0.57 -0.78
C -0.91 0.36 -1.42
C 1.55 0.22 -0.68
S 1.64 1.65 0.47
S 2.82 -1.12 -0.07
H -0.23 0.58 1.49
H -0.66 -0.92 2.36
H -1.79 -0.06 1.17
H 0.22 -1.44 -1.39
H -1.14 1.37 -1.17
H -0.66 0.55 -2.50
H -1.89 -0.14 -1.43
H 1.90 0.62 -1.68
H 2.92 1.66 0.60
H 2.19 -1.46 0.98
*
```

(3)
Molecular formula: C4H10OSSi
Method: DFT, wB97M-V/def2-TZVPD

## Properties
**Maximum force**: 2.4 eV Å⁻¹
**ΔE to the lowest compared entry with this formula, charge and spin**: 1.089 eV
**Lowest unoccupied orbital energy**: -0.059 eV
**Kohn-Sham gap**: 0.312 Eh
**SMILES string**: CCO[SiH2]CC=S

ORCA input file:
```
! RIJCOSX wB97M-V def2-TZVPD def2/J DEFGRID3
* xyz 0 1
C -2.83 0.30 -0.52
C -1.99 0.51 0.73
O -0.61 0.50 0.45
Si 0.39 -0.75 0.23
C 2.10 0.24 -0.11
C 3.47 -0.36 -0.22
S 4.96 0.33 -0.02
H -2.56 1.04 -1.28
H -2.66 -0.69 -0.93
H -3.88 0.42 -0.29
H -2.23 -0.26 1.47
H -2.21 1.49 1.17
H 0.04 -1.56 -0.95
H 0.47 -1.60 1.42
H 2.14 1.11 0.55
H 1.92 0.65 -1.11
H 3.48 -1.38 -0.59
*
```

(4)
Molecular formula: C4H10S
Method: DFT, wB97M-V/def2-TZVPD

## Properties
**Maximum force**: 4.7 eV Å⁻¹
**ΔE to the lowest compared entry with this formula, charge and spin**: 6.043 eV
**Lowest unoccupied orbital energy**: -1.798 eV
**Kohn-Sham gap**: 0.167 Eh

ORCA input file:
```
! RIJCOSX wB97M-V def2-TZVPD def2/J DEFGRID3
* xyz 0 1
C 1.83 -0.58 -0.81
C 1.36 -0.67 0.98
C 1.67 0.56 0.26
S -1.25 0.21 -0.69
C -2.29 0.29 0.85
H 1.88 0.04 -1.72
H 2.91 -1.08 -0.73
H 1.05 -1.32 -1.05
H 2.18 -0.95 1.61
H 0.43 -0.86 1.54
H 0.92 1.21 -0.05
H 2.58 1.02 0.29
H -1.58 0.19 1.71
H -2.73 1.30 1.00
H -3.07 -0.48 0.78
*
```

(5)
Molecular formula: C4H10S
Method: DFT, wB97M-V/def2-TZVPD

## Properties
**Maximum force**: 2.9 eV Å⁻¹
**ΔE to the lowest compared entry with this formula, charge and spin**: 2.434 eV
**Lowest unoccupied orbital energy**: 0.909 eV
**Kohn-Sham gap**: 0.368 Eh
**SMILES string**: C=C.CCS

ORCA input file:
```
! RIJCOSX wB97M-V def2-TZVPD def2/J DEFGRID3
* xyz 0 1
C 2.87 1.54 -0.56
C 2.22 2.11 0.47
H 3.03 0.47 -0.57
H 2.80 1.97 -1.61
H 1.78 1.58 1.38
H 1.89 3.09 0.14
C -1.59 -0.21 0.44
C -1.76 -1.68 0.44
S -1.76 -2.01 -1.56
H -2.48 0.44 0.17
H -0.83 -0.06 -0.30
H -1.28 0.13 1.50
H -0.95 -2.25 1.03
H -2.78 -1.97 0.72
H -1.16 -3.16 -1.68
*
```

(6)
Molecular formula: C4H10S2
Method: DFT, wB97M-V/def2-TZVPD

## Properties
**Maximum force**: 1.4 eV Å⁻¹
**ΔE to the lowest compared entry with this formula, charge and spin**: 1.350 eV
**Lowest unoccupied orbital energy**: 0.422 eV
**Kohn-Sham gap**: 0.336 Eh
**SMILES string**: C=CC.CSS

ORCA input file:
```
! RIJCOSX wB97M-V def2-TZVPD def2/J DEFGRID3
* xyz 0 1
C 1.87 1.12 0.05
C 1.24 0.18 0.75
C 0.49 0.52 2.01
H 2.59 0.94 -0.73
H 1.77 2.16 0.35
H 1.36 -0.87 0.53
H 0.10 1.54 1.98
H 1.14 0.55 2.88
H -0.34 -0.15 2.22
C -1.02 -0.43 -2.10
S -0.91 -2.07 -1.30
S -2.03 -1.76 0.48
H -1.30 0.38 -1.42
H -0.06 -0.20 -2.54
H -1.78 -0.48 -2.88
H -3.12 -1.43 -0.27
*
```

(7)
Molecular formula: C4H10S2
Method: DFT, wB97M-V/def2-TZVPD

## Properties
**Maximum force**: 2.1 eV Å⁻¹
**ΔE to the lowest compared entry with this formula, charge and spin**: 0.732 eV
**Lowest unoccupied orbital energy**: 0.903 eV
**Kohn-Sham gap**: 0.338 Eh
**SMILES string**: CSCCSC

ORCA input file:
```
! RIJCOSX wB97M-V def2-TZVPD def2/J DEFGRID3
* xyz 0 1
C -2.55 -0.39 0.37
S -1.07 -0.95 1.25
C 0.05 0.52 0.99
C 0.17 0.91 -0.49
S 0.79 -0.48 -1.59
C 2.38 -0.86 -0.78
H -2.31 -0.17 -0.67
H -2.94 0.52 0.86
H -3.41 -1.07 0.47
H -0.36 1.40 1.54
H 1.01 0.31 1.39
H 0.87 1.76 -0.51
H -0.74 1.34 -0.90
H 3.03 0.03 -0.61
H 2.89 -1.51 -1.47
H 2.20 -1.33 0.16
*
```

- Among the records above, which one has the lowest Kohn-Sham gap?
  number 4

What did the first record say?
Molecular formula: C4H10OS
Method: DFT, wB97M-V/def2-TZVPD

## Properties
**Maximum force**: 6.2 eV Å⁻¹
**ΔE to the lowest compared entry with this formula, charge and spin**: 1.949 eV
**Lowest unoccupied orbital energy**: 0.938 eV
**Kohn-Sham gap**: 0.368 Eh
**SMILES string**: OCCCCS

ORCA input file:
```
! RIJCOSX wB97M-V def2-TZVPD def2/J DEFGRID3
* xyz 0 1
O 3.03 -0.25 -0.47
C 1.85 0.63 0.03
C 0.66 -0.40 0.35
C -0.58 0.25 -0.08
C -1.85 -0.65 -0.35
S -3.36 0.38 -0.54
H 3.73 -0.28 0.15
H 2.13 1.30 0.85
H 1.59 1.33 -0.83
H 0.63 -0.59 1.41
H 0.88 -1.58 -0.06
H -0.35 0.77 -1.01
H -0.80 1.17 0.61
H -1.73 -1.12 -1.20
H -1.97 -1.46 0.39
H -3.87 0.49 0.76
*
```